Here is C5H10O6PS2 as an isolated structure from the Open Molecules 2025 dataset. Energies are from ωB97M-V with the def2-TZVPD basis set.

XYZ file:
```
24
C5H10O6PS2, DFT ωB97M-V with the def2-TZVPD basis set
C -2.85 2.39 -0.53
C -2.38 1.17 -0.73
C -1.35 0.72 0.22
C -0.65 -2.61 1.08
C -0.29 -1.17 1.01
O -0.78 1.40 1.06
O 1.07 -1.35 -1.89
O -1.17 -0.59 0.04
O 1.09 -0.88 0.69
O 1.08 0.99 -1.03
O 3.16 -0.48 -0.79
P 1.55 -0.43 -0.72
S 1.92 2.51 0.33
S 4.20 0.00 0.55
H -3.51 2.90 -1.21
H -2.36 3.06 0.18
H -2.82 0.66 -1.56
H -0.73 -2.89 -0.01
H -1.54 -2.84 1.55
H 0.09 -3.06 1.52
H -0.34 -0.75 1.94
H 0.40 -0.99 -2.45
H 0.87 2.19 1.01
H 5.32 0.04 -0.24
```

Calculated values
- HOMO-LUMO gap (alpha / beta) (eV) = 6.481 / 6.481
- charge = +1
- total energy (a.u.) = -1785.398306
- molar mass (g/mol) = 261.2
- HOMO level (alpha / beta) (eV) = -13.22 / -13.22

These are the natural (NBO) partial charges, in e, on atoms 1 to 6: number 1, C, carries -0.22; number 2, C, carries -0.38; number 3, C, carries 0.80; number 4, C, carries -0.62; number 5, C, carries 0.39; number 6, O, carries -0.64